Record 1
DFT (ωB97M-V/def2-TZVPD) results for C56H47BN10S2Ta as an isolated structure.

The geometry in ORCA input format:
```
! wB97M-V def2-TZVPD RIJCOSX def2/J DEFGRID3
* xyz 1 1
Ta -0.01 -0.09 0.06
C -3.52 6.03 -3.66
C -4.33 4.95 -3.33
C -3.79 3.84 -2.69
C -2.44 3.80 -2.37
C -1.63 4.89 -2.70
C -2.17 5.99 -3.34
C -1.86 2.62 -1.66
C -1.54 2.75 -0.33
C -1.78 3.96 0.40
C -1.62 3.67 1.71
C -1.29 2.29 1.79
C -1.24 1.59 2.98
C -1.29 2.36 4.25
C -0.20 3.14 4.63
C -0.23 3.87 5.81
C -1.36 3.83 6.62
C -2.46 3.07 6.24
C -2.42 2.34 5.06
C -1.20 0.21 3.01
N -1.06 -0.64 1.92
C -1.13 -1.91 2.47
C -1.02 -3.10 1.80
C -1.06 -4.38 2.58
C 0.11 -5.11 2.75
C 0.09 -6.30 3.46
C -1.10 -6.77 4.01
C -2.27 -6.04 3.83
C -2.25 -4.85 3.12
C -0.89 -3.18 0.43
C -0.92 -4.41 -0.28
C -0.93 -4.10 -1.60
C -0.92 -2.68 -1.69
N -0.82 -2.10 -0.44
C -1.17 -2.02 -2.87
C -1.39 -0.65 -2.91
C -1.96 -0.01 -4.05
C -2.20 1.27 -3.69
C -1.76 1.41 -2.34
N -1.23 0.23 -1.86
C -1.48 -2.82 -4.10
C -2.70 -3.48 -4.18
C -3.02 -4.22 -5.31
C -2.12 -4.31 -6.36
C -0.90 -3.66 -6.29
C -0.59 -2.91 -5.16
C -1.30 -1.84 3.89
C -1.32 -0.54 4.23
N -1.17 1.72 0.53
H -3.94 6.89 -4.16
H -5.39 4.97 -3.56
H -4.43 3.01 -2.42
H -0.58 4.86 -2.45
H -1.53 6.83 -3.59
H -2.11 4.89 -0.04
H -1.79 4.32 2.55
H 0.67 3.17 3.99
H 0.62 4.47 6.10
H -1.39 4.40 7.54
H -3.34 3.05 6.86
H -3.28 1.75 4.76
H 1.03 -4.75 2.32
H 1.00 -6.87 3.59
H -1.12 -7.70 4.56
H -3.20 -6.40 4.25
H -3.17 -4.29 2.98
H -0.97 -5.39 0.17
H -1.00 -4.77 -2.44
H -2.19 -0.50 -4.98
H -2.65 2.05 -4.28
H -3.40 -3.41 -3.36
H -3.98 -4.73 -5.37
H -2.37 -4.89 -7.24
H -0.20 -3.72 -7.11
H 0.36 -2.39 -5.10
H -1.38 -2.69 4.54
H -1.43 -0.11 5.21
C 2.77 -1.17 -4.48
N 3.42 -0.30 -3.52
C 4.48 0.52 -3.84
C 4.82 1.14 -2.70
N 4.00 0.70 -1.68
B 4.51 1.24 -0.25
N 4.04 0.51 1.05
C 4.93 -0.21 1.81
C 4.39 -0.39 3.04
N 3.17 0.25 3.02
C 2.25 0.32 4.15
C 2.97 0.77 1.80
S 1.51 1.57 1.32
C 3.13 -0.17 -2.20
S 1.86 -1.14 -1.51
H 2.18 -0.58 -5.18
H 2.12 -1.85 -3.94
H 3.52 -1.74 -5.02
H 4.88 0.58 -4.83
H 5.61 1.85 -2.50
H 5.71 1.06 -0.28
H 4.23 2.41 -0.18
H 5.88 -0.53 1.41
H 4.77 -0.88 3.92
H 2.48 -0.49 4.83
H 1.23 0.23 3.80
H 2.37 1.27 4.67
C 1.42 -1.43 1.21
H 1.29 -2.45 0.86
H 1.25 -1.40 2.28
H 2.45 -1.19 0.98
N 1.71 3.00 -1.38
C 2.13 3.72 -2.43
C 1.73 3.04 -3.56
C 1.08 1.90 -3.07
N 1.08 1.88 -1.74
H 1.90 3.14 -0.40
H 2.69 4.63 -2.30
H 1.89 3.32 -4.59
H 0.64 1.08 -3.61
*
```

Values from the calculation:
* energy: -3587.99578 Ha
* E_LUMO: -3.60 eV
* E_HOMO: -9.500 eV
* gap between HOMO and LUMO: 5.9 eV

These are the Löwdin partial charges, in e, on atoms 1 to 6: atom 1 (Ta): 1.609, atom 2 (C): -0.076, atom 3 (C): -0.065, atom 4 (C): -0.033, atom 5 (C): -0.212, atom 6 (C): -0.032


Record 2
DFT (ωB97M-V/def2-TZVPD) results for a 3-piece molecular cluster, H5OS2 overall at a distorted geometry.

The geometry in ORCA input format:
```
! wB97M-V def2-TZVPD RIJCOSX def2/J DEFGRID3
* xyz 2 2
O -2.82 -1.34 0.52
H -2.90 -1.66 1.38
H -2.22 -0.63 0.21
H 2.07 0.47 -0.48
S -0.14 -0.03 -0.66
S 2.55 1.59 0.30
H 0.62 -1.09 -0.95
H 2.83 2.68 -0.32
*
```

Values from the calculation:
* energy: -873.55125 Ha
* E_LUMO (spin up / spin down): -14.85 / -15.58 eV
* E_HOMO (spin up / spin down): -20.700 / -19.667 eV
* gap between HOMO and LUMO (spin up / spin down): 5.9 / 4.1 eV

These are the Löwdin partial charges, in e, on atoms 1 to 6: atom 1 (O): 0.451, atom 2 (H): 0.128, atom 3 (H): 0.037, atom 4 (H): -0.170, atom 5 (S): 0.821, atom 6 (S): 0.989


Record 3
DFT (ωB97M-V/def2-TZVPD) results for one molecule with the formula C4H12N2O at a distorted geometry.

The geometry in ORCA input format:
```
! wB97M-V def2-TZVPD RIJCOSX def2/J DEFGRID3
* xyz 0 1
N 0.78 1.57 0.63
C 0.26 0.74 -0.47
C -0.77 1.56 -1.23
O -0.46 2.92 -1.37
C -0.40 -0.55 0.05
N 0.69 -1.48 0.35
C 0.27 -2.81 0.78
H 1.73 1.35 0.88
H 0.31 1.55 1.54
H 1.09 0.69 -1.16
H -0.96 1.23 -2.27
H -1.71 1.48 -0.71
H -0.56 3.50 -0.61
H -0.95 -0.97 -0.81
H -1.06 -0.28 0.89
H 1.32 -1.03 1.00
H 1.15 -3.43 0.98
H -0.26 -3.29 -0.05
H -0.46 -2.75 1.59
*
```

Values from the calculation:
* energy: -344.31524 Ha
* E_LUMO: 0.96 eV
* E_HOMO: -8.788 eV
* structure (SMILES): CNC[C@H](N)CO
* gap between HOMO and LUMO: 9.7 eV

These are the Löwdin partial charges, in e, on atoms 1 to 6: atom 1 (N): 0.034, atom 2 (C): -0.372, atom 3 (C): -0.258, atom 4 (O): -0.080, atom 5 (C): -0.218, atom 6 (N): -0.141


Record 4
DFT (ωB97M-V/def2-TZVPD) results for a 2-piece molecular cluster, C8H8FNO3 overall at a distorted geometry.

The geometry in ORCA input format:
```
! wB97M-V def2-TZVPD RIJCOSX def2/J DEFGRID3
* xyz 0 1
C -0.47 3.11 -1.22
C 0.82 2.57 -1.09
C -1.47 2.59 -0.39
C 1.08 1.43 -0.38
C -1.21 1.54 0.48
C 0.04 0.85 0.44
C 0.19 -0.36 1.17
C 1.14 -2.75 0.10
N -0.06 -3.19 -0.12
O -0.66 -3.64 1.11
O -0.81 -3.29 -1.10
O -0.56 -0.99 1.86
F 1.82 -2.27 -0.93
H -0.64 3.91 -1.93
H 1.57 2.97 -1.69
H -2.45 3.02 -0.31
H 2.17 0.96 -0.38
H -1.90 1.17 1.09
H 1.28 -0.65 1.22
H 1.56 -2.74 1.12
H -1.42 -4.25 0.95
*
```

Values from the calculation:
* energy: -689.80004 Ha
* E_LUMO: -0.32 eV
* E_HOMO: -9.105 eV
* structure (SMILES): [O-]/[N+](O)=C\F.O=Cc1ccccc1
* gap between HOMO and LUMO: 8.8 eV

These are the Löwdin partial charges, in e, on atoms 1 to 6: atom 1 (C): -0.047, atom 2 (C): -0.105, atom 3 (C): -0.058, atom 4 (C): -0.017, atom 5 (C): 0.005, atom 6 (C): -0.162


Record 5
DFT (ωB97M-V/def2-TZVPD) results for one molecule with the formula C20H27ClN4O2 at a distorted geometry.

The geometry in ORCA input format:
```
! wB97M-V def2-TZVPD RIJCOSX def2/J DEFGRID3
* xyz 0 1
C -1.27 -0.10 4.22
H -2.28 -0.21 4.61
C -1.29 0.11 2.71
C -1.94 -1.07 1.99
H -1.52 -2.00 2.39
H -3.01 -1.09 2.20
C -1.71 -1.10 0.47
N -2.29 -0.05 -0.34
C -3.73 0.06 -0.21
H -4.12 0.66 -1.03
H -4.04 0.52 0.74
H -4.17 -0.93 -0.28
C -1.62 1.23 -0.30
C -1.61 1.88 -1.69
N -0.98 1.02 -2.66
C 0.17 1.35 -3.28
O 0.75 2.40 -3.09
C 0.69 0.31 -4.26
H 0.01 -0.53 -4.37
H 0.81 0.79 -5.23
C 2.07 -0.20 -3.81
N 1.95 -0.97 -2.59
N 2.11 -0.30 -1.48
C 1.99 -0.89 -0.32
C 1.69 -2.29 -0.25
C 1.52 -2.98 -1.40
C 1.62 -2.33 -2.69
O 1.45 -2.85 -3.78
H 1.28 -4.03 -1.41
H 1.59 -2.78 0.70
C 2.14 -0.04 0.86
C 2.00 1.34 0.72
C 2.07 2.17 1.82
C 2.30 1.63 3.08
C 2.47 0.26 3.23
C 2.39 -0.57 2.13
H 2.53 -1.63 2.26
H 2.66 -0.15 4.21
Cl 2.36 2.66 4.46
H 1.95 3.24 1.71
H 1.83 1.75 -0.26
H 2.50 -0.84 -4.58
H 2.72 0.65 -3.60
H -1.37 0.10 -2.74
H -1.04 2.81 -1.67
H -2.64 2.10 -2.02
H -0.58 1.08 0.01
H -2.09 1.94 0.40
H -2.11 -2.05 0.09
H -0.63 -1.10 0.28
H -0.26 0.23 2.36
H -1.83 1.03 2.49
H -0.70 -0.99 4.48
H -0.80 0.76 4.71
*
```

Values from the calculation:
* energy: -1608.02895 Ha
* E_LUMO: -0.13 eV
* E_HOMO: -8.515 eV
* structure (SMILES): CCCCN(C)CCNC(=O)CCn1nc(-c2ccc(Cl)cc2)ccc1=O
* gap between HOMO and LUMO: 8.4 eV

These are the Löwdin partial charges, in e, on atoms 1 to 6: atom 1 (C): -0.104, atom 2 (H): 0.072, atom 3 (C): -0.260, atom 4 (C): -0.185, atom 5 (H): 0.112, atom 6 (H): 0.105


Record 6
DFT (ωB97M-V/def2-TZVPD) results for C14H14BrN2O12P2V as an isolated structure.

The geometry in ORCA input format:
```
! wB97M-V def2-TZVPD RIJCOSX def2/J DEFGRID3
* xyz -1 4
V -1.10 -0.04 0.27
O -4.66 1.68 -1.12
C -3.52 1.34 -0.83
O -3.06 0.93 0.29
C -2.44 1.44 -1.92
C -2.57 2.06 -3.15
C -1.45 2.18 -3.95
C -0.21 1.71 -3.51
C -0.16 1.10 -2.27
N -1.27 0.94 -1.55
C 1.11 0.63 -1.57
O 2.18 0.61 -2.15
O 0.91 0.34 -0.32
H -3.54 2.45 -3.43
H -1.52 2.67 -4.92
H 0.70 1.82 -4.08
C 0.96 -4.43 1.18
C -0.11 -3.41 1.50
O -0.89 -3.88 2.62
P 0.60 -1.82 2.07
O 1.85 -1.39 1.28
O 1.20 -2.19 3.50
O -0.49 -0.80 2.15
P -1.24 -2.99 0.10
O -1.24 -4.29 -0.85
O -0.51 -1.87 -0.60
O -2.59 -2.76 0.67
H 1.60 -4.60 2.04
H 1.59 -4.07 0.35
H 0.50 -5.37 0.88
H -1.79 -3.52 2.46
H 1.63 -0.72 0.53
H 0.55 -2.75 3.96
H -2.15 -4.63 -0.88
O 3.89 2.91 0.06
C 2.65 2.86 0.60
C 2.36 2.14 1.76
C 1.06 2.13 2.21
N 0.06 2.79 1.61
C 0.37 3.47 0.53
Br -1.04 4.39 -0.35
C 1.63 3.56 -0.03
H 4.42 2.20 0.43
H 3.12 1.56 2.27
H 0.78 1.55 3.08
H 1.83 4.11 -0.94
*
```

Values from the calculation:
* energy: -5755.52996 Ha
* E_LUMO (spin up / spin down): 2.63 / 2.63 eV
* E_HOMO (spin up / spin down): -4.152 / -6.434 eV
* gap between HOMO and LUMO (spin up / spin down): 6.8 / 9.1 eV

These are the Löwdin partial charges, in e, on atoms 1 to 6: atom 1 (V): 0.902, atom 2 (O): 0.030, atom 3 (C): -0.618, atom 4 (O): -0.103, atom 5 (C): -0.183, atom 6 (C): 0.000


Record 7
DFT (ωB97M-V/def2-TZVPD) results for C6H13FeO3 as an isolated structure at a distorted geometry.

The geometry in ORCA input format:
```
! wB97M-V def2-TZVPD RIJCOSX def2/J DEFGRID3
* xyz 2 6
C -1.18 0.59 2.85
O -0.74 0.69 1.50
C 0.68 0.74 1.33
C 0.91 1.03 -0.14
O 2.20 0.69 -0.53
C 2.13 0.46 -1.93
C 0.89 -0.42 -2.09
O 0.09 -0.03 -0.97
H -2.26 0.44 2.83
H -0.68 -0.26 3.34
H -0.94 1.53 3.38
H 1.11 -0.24 1.59
H 1.09 1.54 1.95
H 0.76 2.10 -0.36
H 3.04 -0.06 -2.24
H 2.00 1.40 -2.48
H 1.10 -1.48 -1.93
H 0.35 -0.25 -3.03
Fe -1.67 0.14 -0.19
C -2.11 -1.87 -0.68
H -1.45 -2.60 -0.17
H -3.11 -2.09 -0.27
H -2.20 -2.05 -1.76
*
```

Values from the calculation:
* energy: -1725.03517 Ha
* E_LUMO (spin up / spin down): -9.12 / -11.33 eV
* E_HOMO (spin up / spin down): -18.763 / -18.773 eV
* gap between HOMO and LUMO (spin up / spin down): 9.6 / 7.4 eV

These are the Löwdin partial charges, in e, on atoms 1 to 6: atom 1 (C): 0.004, atom 2 (O): -0.304, atom 3 (C): -0.065, atom 4 (C): -0.212, atom 5 (O): -0.004, atom 6 (C): -0.088


Record 8
DFT (ωB97M-V/def2-TZVPD) results for C5H7O3Rb as an isolated structure at a distorted geometry.

The geometry in ORCA input format:
```
! wB97M-V def2-TZVPD RIJCOSX def2/J DEFGRID3
* xyz 1 2
O 1.52 -1.81 0.96
C 0.61 -0.86 0.27
O -0.04 -1.34 -0.66
Rb -1.66 2.86 -1.68
O 0.44 0.16 0.91
C 1.97 -2.82 0.32
H 1.82 -2.80 -0.77
H 3.41 -4.36 0.40
C 2.64 -3.90 1.02
H 2.97 -3.60 2.02
C 1.39 -5.00 1.19
C 0.13 -4.30 0.98
H 1.51 -5.35 2.23
H -0.56 -4.24 1.82
H 1.57 -5.81 0.47
H -0.24 -3.54 0.19
*
```

Values from the calculation:
* energy: -444.20492 Ha
* E_LUMO (spin up / spin down): -3.77 / -3.77 eV
* E_HOMO (spin up / spin down): -11.141 / -12.403 eV
* gap between HOMO and LUMO (spin up / spin down): 7.4 / 8.6 eV

These are the Löwdin partial charges, in e, on atoms 1 to 6: atom 1 (O): 0.125, atom 2 (C): -0.694, atom 3 (O): 0.015, atom 4 (Rb): 0.963, atom 5 (O): 0.055, atom 6 (C): -0.074


Record 9
DFT (ωB97M-V/def2-TZVPD) results for C2H2Br3I as an isolated structure at a distorted geometry.

The geometry in ORCA input format:
```
! wB97M-V def2-TZVPD RIJCOSX def2/J DEFGRID3
* xyz 0 1
C -0.74 -0.93 -0.53
C 1.37 0.61 0.44
Br -1.40 -1.68 1.07
Br 0.21 -2.15 -1.55
Br 1.66 1.65 -1.03
I 2.58 -0.97 0.89
H -1.43 -0.09 -1.06
H 1.22 1.36 1.23
*
```

Values from the calculation:
* energy: -8096.99411 Ha
* E_LUMO (spin up / spin down): -0.83 / -0.60 eV
* E_HOMO (spin up / spin down): -8.473 / -8.403 eV
* gap between HOMO and LUMO (spin up / spin down): 7.6 / 7.8 eV

These are the Löwdin partial charges, in e, on atoms 1 to 6: atom 1 (C): -1.221, atom 2 (C): -1.299, atom 3 (Br): 0.553, atom 4 (Br): 0.567, atom 5 (Br): 0.602, atom 6 (I): 0.777


Record 10
DFT (ωB97M-V/def2-TZVPD) results for a 3-piece molecular cluster, C8H17NO overall at a distorted geometry.

The geometry in ORCA input format:
```
! wB97M-V def2-TZVPD RIJCOSX def2/J DEFGRID3
* xyz 0 1
C -2.30 -0.56 0.30
C -1.65 -0.02 1.51
N -1.68 -1.37 -0.47
C -1.15 1.85 -1.06
C -2.02 1.77 -2.06
H -3.39 -0.44 0.25
H -2.23 -1.79 -1.21
H -0.17 -1.05 -0.79
H -1.14 2.70 -0.39
H -1.99 -0.57 2.39
H -1.95 1.02 1.65
H -0.57 -0.07 1.44
H -2.79 2.51 -2.22
H -2.02 0.93 -2.73
C 1.47 -2.32 0.67
C 2.80 1.30 0.11
C 1.65 -0.92 0.13
C 2.57 -0.08 0.62
O 0.81 -0.56 -0.87
H -0.30 1.14 -0.99
H 3.21 -0.42 1.43
H 0.42 -2.49 0.91
H 2.06 -2.49 1.56
H 1.75 -3.04 -0.10
H 2.68 2.04 0.90
H 3.82 1.40 -0.27
H 2.11 1.53 -0.70
*
```

Values from the calculation:
* energy: -444.93572 Ha
* E_LUMO: 0.84 eV
* E_HOMO: -7.741 eV
* structure (SMILES): C/C=C(/C)O.[H]/N=C/C.C=C
* gap between HOMO and LUMO: 8.6 eV

These are the Löwdin partial charges, in e, on atoms 1 to 6: atom 1 (C): -0.249, atom 2 (C): -0.065, atom 3 (N): 0.087, atom 4 (C): -0.090, atom 5 (C): -0.069, atom 6 (H): 0.119


Record 11
DFT (ωB97M-V/def2-TZVPD) results for C3H3FO3Rb as an isolated structure at a distorted geometry.

The geometry in ORCA input format:
```
! wB97M-V def2-TZVPD RIJCOSX def2/J DEFGRID3
* xyz 0 2
H -0.44 -1.55 -0.86
O 0.65 0.04 -0.26
O -1.45 0.94 1.26
O 0.12 1.49 2.75
C -0.35 -0.64 -0.23
C -1.60 -0.24 0.48
C -0.82 0.85 2.41
F 4.10 -0.05 -4.46
H -2.38 -0.03 -0.26
H -1.95 -1.09 1.09
Rb 4.11 0.28 -1.92
*
```

Values from the calculation:
* energy: -465.69376 Ha
* E_LUMO (spin up / spin down): -0.40 / -1.18 eV
* E_HOMO (spin up / spin down): -8.207 / -8.207 eV
* gap between HOMO and LUMO (spin up / spin down): 7.8 / 7.0 eV

These are the Löwdin partial charges, in e, on atoms 1 to 6: atom 1 (H): 0.136, atom 2 (O): 0.064, atom 3 (O): -0.011, atom 4 (O): 0.138, atom 5 (C): -0.205, atom 6 (C): -0.141